*i*
7
Properties=species:S:1:pos:R:3 method="wB97M-V/def2-TZVPD" homo_lumo_gap_ha=0.34308 lumo_ev=-1.2 e_homo_ev=-10.49
S -1.03322 -0.25579 -1.79899
O -0.22238 0.22091 -2.86738
O -0.67877 -1.49260 -1.18644
O -0.66332 0.50388 1.82049
C 0.48408 0.42609 1.44342
H 0.74184 0.09171 0.37911
H 1.37176 0.50579 2.20981


*ii*
7
Properties=species:S:1:pos:R:3 method="wB97M-V/def2-TZVPD" homo_lumo_gap_ha=0.35499 lumo_ev=-0.9 e_homo_ev=-10.53
S -1.20364 4.80784 0.12564
O -1.33459 4.59048 -1.28604
O -0.45873 5.97110 0.52379
O -0.28660 1.20124 0.57359
C -0.04078 0.10051 0.18542
H 0.75280 -0.10890 -0.54991
H -0.58051 -0.79171 0.54229


*iii*
7
Properties=species:S:1:pos:R:3 method="wB97M-V/def2-TZVPD" smiles="O=C1OS1.O" homo_lumo_gap_ha=0.33644 lumo_ev=-1.1 e_homo_ev=-10.21
S 0.66877 2.50684 -0.40328
O -0.67348 -1.65347 -0.70521
O 1.48568 0.91889 -0.34083
O -0.28376 0.42250 1.13046
C 0.40817 0.93324 0.33785
H -1.35081 -1.23541 -0.19808
H -0.25457 -1.89258 0.17909


Most stable: *ii*


*i*
9
Properties=species:S:1:pos:R:3 method="wB97M-V/def2-TZVPD" homo_lumo_gap_ha=0.25987 lumo_ev=4.7 charge=-1 e_homo_ev=-2.40
O 1.09437 1.20925 -1.32182
O -2.23139 -0.03914 -1.20274
N -0.97334 0.02394 -0.89821
C -0.00740 -0.77789 -0.11192
C 0.24807 0.38387 -1.00896
H 0.07526 -1.88893 -0.23807
H 0.03111 -0.46951 0.94115
H 0.89606 1.22138 1.89056
H 0.86726 0.33703 1.95001


*ii*
9
Properties=species:S:1:pos:R:3 method="wB97M-V/def2-TZVPD" smiles="NCC(=O)[O-]" homo_lumo_gap_ha=0.30490 lumo_ev=4.7 charge=-1 e_homo_ev=-3.60
O 0.25776 1.51029 0.84075
O 1.48108 -0.22846 1.65136
N -0.47866 0.07224 -1.29232
C -0.40959 -0.62740 0.01344
C 0.56875 0.26634 1.01655
H -0.66446 1.04156 -1.04211
H 0.15900 -1.55618 -0.01557
H 0.51933 0.17055 -1.49910
H -1.43320 -0.64895 0.32700


*iii*
9
Properties=species:S:1:pos:R:3 method="wB97M-V/def2-TZVPD" smiles="CNC(=O)[O-]" homo_lumo_gap_ha=0.29597 lumo_ev=4.4 charge=-1 e_homo_ev=-3.64
O -1.96330 -0.96667 1.15144
O -0.96308 -1.38790 -0.80238
N -0.19988 0.30847 0.54321
C -1.12153 -0.77319 0.26698
C 0.82353 0.59517 -0.43405
H 0.17916 0.16894 1.47197
H 1.17876 1.63371 -0.38594
H 0.31970 0.42526 -1.38874
H 1.74664 -0.00380 -0.42248


Most stable: *iii*